1.
{
  "formula": "C20H59F6N3O11P",
  "method": "ωB97M-V/def2-TZVPD",
  "total_charge": -1,
  "gap_ev": 9.03,
  "total_energy_ha": -2729.97384,
  "symbols": ["P", "F", "F", "F", "F", "F", "F", "O", "O", "O", "O", "O", "O", "O", "O", "O", "O", "O", "N", "N", "N", "C", "C", "C", "C", "C", "C", "C", "C", "C", "C", "C", "C", "C", "C", "C", "C", "C", "C", "C", "C", "H", "H", "H", "H", "H", "H", "H", "H", "H", "H", "H", "H", "H", "H", "H", "H", "H", "H", "H", "H", "H", "H", "H", "H", "H", "H", "H", "H", "H", "H", "H", "H", "H", "H", "H", "H", "H", "H", "H", "H", "H", "H", "H", "H", "H", "H", "H", "H", "H", "H", "H", "H", "H", "H", "H", "H", "H", "H", "H"],
  "coordinates": [[1.044, -0.890, -0.465], [-0.414, -0.427, 0.071], [2.387, -1.623, -1.069], [0.757, -0.142, -1.880], [2.036, 0.356, -0.050], [1.521, -1.419, 1.005], [0.335, -2.230, -1.010], [0.883, 0.511, 2.696], [-3.888, 2.966, -2.641], [-2.207, -3.402, 2.479], [3.402, -0.191, -5.335], [4.572, 1.680, -3.205], [2.377, 2.392, 4.421], [-4.941, -3.456, 1.181], [1.802, -5.723, 0.275], [3.368, -0.866, 3.421], [1.414, 4.567, -1.219], [-0.981, -0.970, -3.870], [0.903, -4.078, 3.500], [-1.097, 5.214, 1.363], [-4.777, 2.525, 0.891], [0.971, 2.418, 4.172], [1.147, -4.869, 1.212], [-0.149, 5.563, 0.288], [-4.237, 2.387, -3.870], [4.367, -1.320, 2.523], [-3.234, 1.036, -0.324], [-1.775, -2.114, -3.669], [0.512, 4.291, -0.168], [1.842, -4.730, 2.568], [2.156, 3.501, -1.744], [-3.944, 2.385, -0.295], [-3.666, -3.475, 0.545], [1.256, -5.596, -1.012], [-2.649, -2.656, 1.284], [0.896, 6.476, 0.860], [-4.775, 2.589, -1.579], [3.850, 0.436, -3.047], [2.275, -6.002, 3.191], [2.825, 0.420, -4.189], [0.638, 1.919, 2.808], [2.840, 2.304, 3.583], [-3.655, 1.489, -4.093], [-2.989, -1.637, 1.479], [-4.207, 2.814, 1.684], [1.100, 3.890, 0.662], [-2.437, 1.124, -1.064], [-3.923, 0.288, -0.722], [-0.211, 3.532, -0.491], [5.274, 1.397, -3.800], [1.548, 2.592, -1.688], [-3.736, -3.007, -0.445], [-1.589, 4.348, 1.177], [2.585, -0.755, 2.864], [2.594, -5.817, 4.218], [0.588, 7.454, 1.253], [-2.526, -2.352, -4.428], [1.170, 2.460, 2.023], [-0.325, -0.991, -3.156], [-1.687, -2.630, 0.769], [3.174, 3.466, -1.342], [0.172, -4.741, 3.746], [2.784, -4.191, 2.426], [-3.187, 3.173, -0.384], [5.333, -0.936, 2.858], [2.478, 1.430, -4.409], [4.382, -2.414, 2.491], [2.447, 3.476, -2.803], [1.641, -4.712, -1.524], [4.434, -0.488, -3.109], [-5.475, 3.259, 0.972], [0.901, -3.919, 0.734], [-1.277, -3.073, -3.500], [2.075, -0.304, -3.847], [-0.433, 2.024, 2.593], [4.283, -0.960, 1.493], [-1.792, 5.937, 1.491], [0.520, 1.905, 5.024], [0.390, -3.393, 2.947], [-2.989, -3.965, 2.552], [2.767, -0.152, -6.053], [-3.361, -4.515, 0.447], [1.417, 6.119, 1.754], [-5.316, 2.401, -4.044], [0.635, 3.456, 4.302], [-3.898, 3.071, -4.661], [3.155, -6.415, 2.691], [-5.304, 1.687, -1.891], [-0.777, 6.082, -0.443], [0.175, -5.775, -1.021], [0.190, -5.369, 1.431], [1.621, -6.459, -1.583], [3.386, 0.325, -2.067], [-5.240, -2.543, 1.245], [1.682, 6.764, 0.158], [1.051, 0.366, 1.747], [-5.508, 3.378, -1.386], [-2.411, -1.942, -2.788], [-2.838, 0.770, 0.652], [1.500, -6.776, 3.164]],
  "mulliken_charge": [1.70, -0.26, -0.51, -0.46, -0.39, 0.00, -0.39, -0.44, -0.32, -0.47, -0.56, -0.53, -0.51, -0.54, -0.45, -0.54, -0.48, -0.58, -0.64, -0.63, -0.81, -0.56, -0.03, 0.65, -0.70, -0.46, -1.11, -0.44, 0.15, 1.15, -0.47, 1.15, -0.73, -0.62, 0.98, -1.50, -0.87, -0.07, -1.75, 0.02, 0.29, 0.32, 0.23, 0.05, 0.26, -0.35, 0.20, 0.29, 0.24, 0.32, 0.01, 0.30, 0.05, 0.31, 0.45, 0.42, 0.36, -0.13, 0.19, -0.69, 0.32, 0.31, -0.26, -0.19, 0.33, 0.23, 0.16, 0.27, 0.17, 0.48, 0.27, -0.05, 0.30, 0.13, 0.18, 0.10, 0.27, 0.28, 0.16, 0.32, 0.31, 0.45, 0.27, 0.34, 0.30, 0.27, 0.35, 0.46, 0.30, 0.27, 0.21, 0.33, -0.38, 0.34, 0.31, 0.16, 0.25, 0.04, 0.24, 0.35]
}

=====

2.
{
  "formula": "C20H59F6N3O19S2Y",
  "method": "ωB97M-V/def2-TZVPD",
  "total_charge": 1,
  "gap_ev": 3.95,
  "total_energy_ha": -3824.80225,
  "symbols": ["Y", "S", "S", "F", "F", "F", "F", "F", "F", "O", "O", "O", "O", "O", "O", "O", "O", "O", "O", "O", "O", "O", "O", "O", "O", "O", "O", "O", "N", "N", "N", "C", "C", "C", "C", "C", "C", "C", "C", "C", "C", "C", "C", "C", "C", "C", "C", "C", "C", "C", "C", "H", "H", "H", "H", "H", "H", "H", "H", "H", "H", "H", "H", "H", "H", "H", "H", "H", "H", "H", "H", "H", "H", "H", "H", "H", "H", "H", "H", "H", "H", "H", "H", "H", "H", "H", "H", "H", "H", "H", "H", "H", "H", "H", "H", "H", "H", "H", "H", "H", "H", "H", "H", "H", "H", "H", "H", "H", "H", "H"],
  "coordinates": [[4.458, 1.136, -2.332], [2.037, 3.279, -4.162], [1.374, 0.130, -0.526], [-0.193, 3.626, -2.680], [1.547, 2.180, 1.063], [-0.197, 2.419, -0.323], [-0.246, 1.059, 1.516], [-0.118, 1.716, -3.789], [-0.496, 3.502, -4.804], [0.439, -0.452, -1.530], [1.823, -0.909, 0.439], [-1.952, 0.148, 3.489], [3.264, -0.354, -3.636], [-2.462, -2.390, 2.321], [-3.015, 5.413, 4.331], [-2.141, -0.884, -2.504], [0.830, -5.849, -2.340], [4.575, -0.614, -0.697], [2.216, 4.718, -3.838], [-0.880, -4.564, 1.029], [-2.558, -3.645, -3.466], [2.410, 0.801, -1.273], [2.740, 2.298, -3.308], [1.664, 0.032, 5.575], [4.140, 2.309, -0.115], [2.245, 3.048, -5.617], [-4.171, 1.795, -0.175], [-0.840, 3.484, 5.124], [1.444, -2.307, -3.349], [3.182, -1.614, 2.472], [-6.144, 3.638, -0.176], [0.494, 1.567, 0.492], [2.657, -3.576, -1.699], [1.852, -0.842, 4.454], [-3.055, 1.151, 0.424], [3.231, -0.903, 3.719], [-0.335, -3.427, 1.670], [2.428, -0.214, 6.773], [-1.799, 5.225, 3.597], [1.849, -3.660, -2.999], [0.149, 3.052, -3.790], [-1.396, 3.751, 3.858], [-5.165, 3.715, -1.231], [1.449, -6.805, -3.280], [0.584, -4.538, -2.947], [-4.969, 5.165, -1.714], [-1.246, -2.244, 1.531], [-3.051, -2.490, -4.120], [-2.079, -1.310, -3.843], [-3.837, 2.979, -0.740], [3.903, 0.420, 3.538], [1.584, -7.759, -2.770], [-0.052, -3.656, 2.698], [-0.715, -1.335, 1.814], [4.587, 2.193, 0.724], [0.610, -3.263, 1.152], [-1.233, -0.875, -2.194], [0.666, -2.204, -3.984], [-3.332, 3.499, 0.073], [-0.152, -3.982, -2.368], [-1.586, 3.236, 5.676], [-2.180, -0.534, -4.601], [3.542, -2.995, -1.958], [2.784, -4.611, -1.384], [-1.033, -1.584, -3.981], [-2.769, 1.724, 1.306], [-2.063, 5.405, 2.555], [2.175, -1.162, 7.248], [3.472, 2.972, 0.059], [1.497, -1.853, 4.655], [2.483, -6.549, -3.511], [-3.198, -2.631, 1.754], [-2.734, -3.493, -2.534], [1.051, -1.844, -2.542], [4.213, 0.816, 4.505], [3.803, -0.963, -0.253], [3.471, -0.234, 6.459], [1.142, -0.667, 3.646], [-1.524, -2.100, 0.487], [-2.858, 5.969, 5.098], [-5.792, 4.146, 0.623], [3.804, -1.551, 4.383], [-0.630, 3.414, 3.160], [2.353, 0.652, 7.431], [2.520, -0.934, -3.471], [-6.101, 2.715, 0.232], [-2.220, 1.072, -0.272], [-3.394, 0.186, 0.801], [-4.168, 5.094, -2.450], [2.862, -2.548, 2.687], [4.805, 0.328, 2.933], [-4.469, 5.816, -0.997], [0.867, -6.972, -4.186], [2.165, -3.112, -0.844], [2.490, -1.273, 1.820], [2.366, -4.149, -3.824], [5.293, -1.177, -0.407], [-1.149, 6.067, 3.834], [-4.079, -2.201, -3.902], [3.297, 1.191, 3.061], [-5.733, 5.725, -2.252], [3.575, -0.605, -4.506], [-2.259, 3.095, 3.742], [-0.190, -5.151, 0.710], [-1.090, 0.477, 3.235], [-5.540, 3.075, -2.029], [-3.116, 2.867, -1.550], [-2.071, -0.643, 2.964], [-2.928, -2.591, -5.198], [0.244, -4.701, -3.970]],
  "mulliken_charge": [1.41, 0.98, 0.60, -0.17, -0.20, 0.02, 0.26, -0.27, -0.19, -0.51, -0.54, -0.70, -0.32, -0.65, -0.57, -0.25, -0.37, -0.49, -0.66, -0.60, -0.45, 0.58, -0.56, -0.26, -0.44, -0.64, -0.51, -0.58, -0.40, -0.60, -0.77, 0.02, -0.70, -0.10, -0.18, 0.33, -0.12, -0.75, -0.50, 0.41, 0.62, 0.39, 0.23, -0.77, -0.63, -1.32, 1.06, -0.83, 0.56, -0.15, -1.12, 0.31, 0.32, -0.83, 0.25, -0.26, 0.32, 0.32, 0.18, 0.15, 0.34, 0.37, 0.16, 0.55, -0.68, 0.38, 0.19, 0.30, 0.23, 0.38, 0.30, 0.39, 0.29, -0.23, 0.43, 0.15, 0.30, -0.21, 0.12, 0.31, 0.28, 0.53, -0.27, 0.25, 0.46, 0.35, -0.01, 0.12, 0.31, 0.33, 0.32, 0.31, 0.30, -0.20, 0.05, 0.36, 0.29, 0.34, 0.31, -0.04, 0.36, 0.26, 0.34, 0.34, 0.10, 0.34, 0.07, 0.46, 0.39, 0.49]
}